# 1
{"formula": "C14H19F2N3O4S2Si", "method": "ωB97M-V/def2-TZVPD", "symbols": ["C", "Si", "C", "C", "C", "N", "C", "C", "C", "C", "C", "C", "C", "C", "N", "C", "C", "H", "H", "H", "H", "H", "H", "H", "H", "H", "H", "H", "H", "H", "H", "H", "H", "H", "H", "H", "N", "S", "O", "O", "F", "S", "O", "O", "F"], "positions_angstrom": [[4.734, -1.375, 1.241], [3.050, -1.432, 0.341], [3.346, -1.109, -1.507], [2.397, -3.191, 0.539], [1.860, -0.062, 0.940], [2.403, 0.996, 1.552], [1.709, 2.059, 2.041], [0.366, 2.116, 1.921], [-0.321, 1.058, 1.253], [-1.712, 1.123, 1.080], [-2.355, 0.089, 0.450], [-1.577, -1.009, -0.005], [-2.314, -2.188, -0.672], [-2.691, -3.154, 0.479], [-3.411, -2.665, 1.403], [-0.226, -1.101, 0.121], [0.460, -0.037, 0.770], [5.509, -1.408, 0.466], [4.840, -0.531, 1.939], [4.854, -2.284, 1.851], [2.352, -1.063, -1.984], [3.974, -1.878, -1.968], [3.770, -0.095, -1.580], [3.243, -3.898, 0.547], [1.827, -3.362, 1.464], [1.810, -3.453, -0.356], [3.411, 1.017, 1.659], [2.263, 2.866, 2.517], [-0.152, 2.981, 2.334], [-2.343, 1.942, 1.426], [-3.434, 0.117, 0.310], [-1.571, -2.679, -1.316], [-3.203, -1.842, -1.207], [-2.318, -4.189, 0.509], [-3.583, -3.365, 2.128], [0.274, -1.978, -0.281], [-2.999, 2.750, -2.182], [-4.274, 3.688, -2.072], [-4.636, 4.399, -3.252], [-4.462, 4.355, -0.822], [-5.389, 2.546, -2.013], [-1.659, 3.553, -2.340], [-0.564, 2.731, -2.762], [-1.350, 4.521, -1.332], [-1.911, 4.444, -3.630]], "max_force_ev_per_a": 2.325, "energy_ev": -62468.71409, "gap_ha": 0.2482, "spin_multiplicity": 1}

---

# 2
{"formula": "C26H46BClN3O6Y", "method": "ωB97M-V/def2-TZVPD", "symbols": ["O", "C", "C", "C", "H", "C", "H", "C", "H", "C", "H", "C", "H", "H", "C", "C", "H", "H", "H", "C", "C", "H", "H", "H", "H", "Y", "Cl", "C", "O", "N", "C", "C", "H", "H", "H", "H", "H", "H", "H", "H", "H", "C", "C", "N", "H", "C", "O", "H", "H", "H", "H", "H", "H", "C", "C", "N", "H", "C", "O", "H", "H", "H", "H", "C", "C", "C", "O", "B", "O", "C", "C", "C", "H", "H", "H", "H", "H", "H", "H", "H", "H", "H", "H", "H"], "positions_angstrom": [[-2.499, -1.328, -2.707], [-1.514, -1.226, -3.378], [-0.406, -2.223, -3.632], [0.313, -3.028, -2.715], [0.478, -2.769, -1.648], [0.717, -4.259, -3.243], [1.118, -5.025, -2.585], [0.566, -4.541, -4.607], [0.856, -5.514, -5.004], [0.112, -3.551, -5.505], [0.024, -3.714, -6.574], [-0.274, -2.324, -5.032], [-0.705, -1.523, -5.642], [-1.123, -0.220, -3.832], [0.122, 2.101, -2.618], [0.891, 0.922, -2.150], [0.328, 2.409, -3.648], [0.320, 2.933, -2.012], [-0.975, 2.003, -2.645], [1.803, 0.253, -2.855], [2.867, 1.021, -3.465], [1.797, -0.849, -2.902], [2.815, 0.925, -4.533], [3.812, 0.644, -3.043], [2.705, 2.053, -3.154], [0.364, 0.948, -0.074], [3.093, -0.358, -0.195], [1.915, 1.137, 2.498], [1.008, 1.670, 1.772], [1.908, 1.461, 3.771], [0.811, 2.290, 4.284], [3.165, 1.371, 4.489], [2.701, 0.460, 2.132], [-0.126, 2.120, 3.720], [1.073, 3.359, 4.244], [0.698, 1.972, 5.323], [3.755, 0.623, 3.939], [2.895, 1.054, 5.496], [3.675, 2.350, 4.474], [-3.459, -4.387, 0.127], [-2.339, -4.172, 2.144], [-2.831, -3.669, -0.441], [-1.565, -3.504, 1.744], [-2.025, -2.856, 0.516], [-3.467, -3.000, -1.060], [-1.821, -1.532, 0.325], [-0.742, -0.950, 0.515], [-1.318, -2.756, 2.508], [-2.662, -0.976, -0.062], [-2.124, -4.231, -1.084], [-0.684, -4.136, 1.532], [-3.001, 4.810, 0.748], [-5.378, 3.569, -0.193], [-2.700, 4.522, -0.271], [-4.727, 3.318, -1.042], [-3.326, 3.249, -0.641], [-1.612, 4.438, -0.323], [-2.715, 2.079, -0.544], [-1.496, 1.969, -0.196], [-5.034, 2.358, -1.450], [-3.315, 1.195, -0.780], [-3.058, 5.281, -0.977], [-4.857, 4.097, -1.804], [5.320, -2.935, 1.288], [3.988, -3.648, 0.979], [4.300, -5.073, 0.552], [3.397, -3.043, -0.187], [2.757, -2.020, 0.442], [2.246, -2.222, 1.689], [2.910, -3.440, 2.142], [1.902, -4.572, 2.217], [3.454, -3.166, 3.529], [5.182, -1.870, 1.534], [5.977, -2.977, 0.406], [5.832, -3.432, 2.125], [4.996, -5.035, -0.300], [4.772, -5.647, 1.363], [3.387, -5.590, 0.220], [2.381, -5.468, 2.616], [1.097, -4.308, 2.896], [1.463, -4.811, 1.246], [4.105, -2.291, 3.570], [2.624, -2.987, 4.211], [4.010, -4.024, 3.905]], "max_force_ev_per_a": 4.745, "relative_energy_kcal_mol": 155.38, "energy_ev": -58701.70931, "gap_ha": [0.1239, 0.1259], "spin_multiplicity": 1}

---

# 3
{"formula": "C23H61CuO22S7", "method": "ωB97M-V/def2-TZVPD", "symbols": ["Cu", "C", "C", "O", "H", "H", "H", "H", "H", "O", "S", "O", "O", "C", "C", "C", "H", "H", "H", "H", "H", "H", "H", "H", "O", "S", "O", "O", "C", "C", "C", "H", "H", "H", "H", "H", "H", "H", "H", "O", "S", "O", "O", "C", "C", "C", "H", "H", "H", "H", "H", "H", "H", "H", "O", "S", "O", "O", "C", "C", "C", "H", "H", "H", "H", "H", "H", "H", "H", "O", "S", "O", "O", "C", "C", "C", "H", "H", "H", "H", "H", "H", "H", "H", "O", "S", "O", "O", "C", "C", "C", "H", "H", "H", "H", "H", "H", "H", "H", "O", "S", "O", "O", "C", "C", "C", "H", "H", "H", "H", "H", "H", "H", "H"], "positions_angstrom": [[-3.584, 4.544, 1.599], [-0.646, 1.102, 0.509], [-1.625, 1.757, 1.470], [-1.860, 3.152, 1.367], [-0.899, 1.305, -0.532], [-0.682, 0.024, 0.668], [0.320, 1.525, 0.786], [-1.311, 1.484, 2.478], [-2.476, 1.094, 1.315], [4.733, 3.318, 5.927], [4.399, 1.972, 5.418], [3.055, 1.429, 5.665], [4.772, 1.916, 3.851], [4.213, 0.900, 2.958], [2.731, 1.158, 2.600], [5.663, 0.712, 5.913], [4.414, -0.131, 3.246], [4.823, 1.028, 2.064], [2.438, 0.388, 1.885], [2.548, 2.145, 2.176], [2.058, 1.095, 3.455], [5.080, -0.204, 6.009], [6.043, 0.942, 6.909], [6.527, 0.703, 5.249], [1.030, -1.740, 2.142], [1.107, -2.937, 2.986], [-0.054, -3.534, 3.609], [1.900, -4.211, 2.115], [1.922, -5.520, 2.604], [2.666, -6.291, 1.473], [2.450, -2.614, 4.249], [1.066, -6.106, 2.938], [2.613, -5.502, 3.447], [2.387, -5.927, 0.484], [2.705, -7.372, 1.610], [3.696, -5.960, 1.608], [2.146, -1.802, 4.909], [3.396, -2.496, 3.722], [2.489, -3.457, 4.939], [-2.048, -2.595, 0.316], [-2.442, -2.267, -1.082], [-2.153, -1.031, -1.793], [-1.879, -3.488, -2.142], [-1.947, -3.267, -3.509], [-3.066, -4.172, -4.100], [-4.262, -2.630, -1.181], [-1.009, -3.598, -3.953], [-2.027, -2.237, -3.857], [-2.886, -4.432, -5.144], [-4.023, -3.653, -4.044], [-3.145, -5.085, -3.510], [-4.811, -2.219, -0.334], [-4.347, -3.714, -1.106], [-4.671, -2.107, -2.046], [1.539, 7.282, -0.530], [0.199, 6.657, -0.584], [-0.660, 6.668, 0.610], [-0.581, 7.423, -1.871], [0.112, 7.534, -3.093], [-0.931, 7.801, -4.217], [0.244, 4.901, -1.212], [0.697, 6.639, -3.304], [0.778, 8.390, -2.986], [-0.335, 8.012, -5.105], [-1.638, 8.604, -4.009], [-1.505, 6.884, -4.353], [0.952, 4.802, -2.035], [-0.757, 4.675, -1.578], [0.490, 4.196, -0.418], [-4.905, -3.888, 3.155], [-5.378, -2.777, 3.980], [-6.365, -2.931, 5.031], [-4.093, -2.012, 4.637], [-3.017, -1.627, 3.750], [-1.906, -0.913, 4.546], [-6.054, -1.395, 2.894], [-3.327, -0.942, 2.960], [-2.670, -2.525, 3.238], [-1.560, -1.563, 5.350], [-2.256, -0.018, 5.061], [-1.010, -0.551, 4.043], [-5.993, -0.420, 3.379], [-7.051, -1.696, 2.574], [-5.399, -1.394, 2.023], [1.620, 3.387, -4.013], [1.423, 3.108, -5.400], [2.315, 2.202, -6.200], [-0.133, 2.527, -5.532], [-1.071, 2.993, -4.592], [-1.807, 1.931, -3.702], [1.185, 4.590, -6.468], [-1.712, 3.472, -5.332], [-0.737, 3.880, -4.055], [-2.153, 1.109, -4.328], [-2.721, 2.175, -3.160], [-1.082, 1.604, -2.958], [2.203, 4.910, -6.694], [0.508, 5.266, -5.947], [0.709, 4.158, -7.348], [2.841, -5.001, -3.431], [2.482, -4.346, -2.168], [3.509, -4.365, -1.110], [1.966, -2.782, -2.450], [2.034, -1.974, -1.295], [1.692, -0.485, -1.573], [0.881, -5.103, -1.608], [2.956, -2.034, -0.715], [1.291, -2.243, -0.544], [2.195, -0.099, -2.460], [2.003, 0.068, -0.687], [0.607, -0.457, -1.664], [1.056, -6.168, -1.452], [0.346, -5.045, -2.556], [0.437, -4.487, -0.826]], "max_force_ev_per_a": 4.590, "relative_energy_kcal_mol": 175.42, "energy_ev": -190353.55096, "total_charge": 1, "gap_ha": [0.2433, 0.2131], "spin_multiplicity": 2}